No. 1
{
  "formula": "C10H7ClO3",
  "method": "ωB97M-V/def2-TZVPD",
  "species": ["O", "Cl", "O", "O", "C", "C", "C", "C", "C", "C", "C", "C", "C", "C", "H", "H", "H", "H", "H", "H", "H"],
  "coordinates": [[-0.104472, -2.839613, 0.815607], [1.627613, 1.720407, 1.376076], [-1.371086, 1.594936, 1.501050], [-1.751838, -1.938071, 2.181087], [-0.759439, -1.907418, 1.222099], [-0.528194, -0.546445, 0.776424], [-1.313878, 0.261522, 1.544162], [1.803061, 0.798061, -2.575204], [0.908600, -0.279678, -2.702167], [2.001681, 1.358334, -1.323517], [0.246022, -0.735989, -1.567331], [1.313640, 0.917082, -0.189931], [0.399535, -0.161098, -0.315361], [-2.132387, -0.587512, 2.474146], [-0.673134, 2.016290, 0.958312], [2.349842, 1.237940, -3.405346], [0.792401, -0.760609, -3.647288], [2.698587, 2.153028, -1.192945], [-0.450944, -1.568439, -1.707543], [-1.886271, -0.330077, 3.502526], [-3.169341, -0.402651, 2.275144]],
  "forces_ev_per_angstrom": [[-1.25, -0.16, 0.87], [-0.01, -0.54, -0.97], [-0.80, 0.06, 0.54], [0.26, 0.29, -0.24], [1.25, -0.41, -0.83], [-0.56, 1.22, 0.77], [1.78, -0.39, -1.68], [-0.45, -0.36, 0.32], [0.93, 0.86, 0.90], [-0.30, -0.12, 0.65], [-0.23, -0.54, -1.05], [-0.25, -0.68, -0.46], [-0.13, 1.11, 0.97], [0.77, 0.56, -0.24], [-0.34, -0.71, 0.31], [-0.16, -0.33, -0.01], [-0.26, -0.24, -0.43], [0.41, 0.52, -0.02], [0.22, 0.30, 0.35], [-0.11, -0.20, 0.18], [-0.75, -0.25, 0.07]],
  "gap_ev": 9.7,
  "mol_weight_g_mol": 210.6,
  "smiles": "O=C1OCC(O)=C1c1ccccc1Cl",
  "e_above_lowest_kcal_mol": 0.00,
  "charge": 0
}

No. 2
{
  "formula": "C10H7O4PS",
  "method": "ωB97M-V/def2-TZVPD",
  "species": ["O", "C", "C", "C", "C", "O", "C", "C", "C", "P", "O", "O", "S", "C", "C", "C", "H", "H", "H", "H", "H", "H", "H"],
  "coordinates": [[3.391283, -1.598024, 0.886376], [2.805378, -0.594226, 0.557016], [3.514900, 0.676285, 0.222636], [2.977959, 1.529745, -0.651911], [1.669265, 1.211694, -1.298678], [1.378177, 1.605679, -2.405564], [0.753155, 0.352531, -0.485499], [-0.625039, 0.431186, -0.625624], [-1.443035, -0.362573, 0.177182], [-3.238707, -0.246281, 0.039157], [-3.460260, 1.278570, -0.408322], [-3.603055, -0.995342, -1.323392], [-4.231043, -0.848863, 1.581619], [-0.876535, -1.254785, 1.092833], [0.500397, -1.352778, 1.209783], [1.313269, -0.540198, 0.431575], [4.480287, 0.855866, 0.681990], [3.482078, 2.445779, -0.936058], [-1.046245, 1.107691, -1.358976], [-2.878969, 1.858099, 0.100665], [-4.271661, -1.663113, -1.111508], [-1.534494, -1.851720, 1.711134], [0.942896, -2.045221, 1.913566]],
  "forces_ev_per_angstrom": [[-0.01, 0.13, 0.20], [-0.03, 0.04, -0.06], [-0.14, 0.15, -0.13], [0.06, -0.16, 0.21], [-0.03, 0.01, -0.11], [0.00, 0.15, 0.30], [0.06, -0.12, 0.13], [0.05, -0.14, -0.04], [0.17, -0.13, 0.08], [-0.24, 0.03, 0.45], [0.21, -0.10, -0.05], [-0.14, -0.06, 0.18], [0.26, 0.05, -0.39], [-0.08, 0.21, -0.18], [-0.02, -0.07, -0.05], [-0.03, 0.08, -0.05], [0.00, -0.15, -0.08], [-0.04, -0.08, -0.19], [0.04, 0.00, -0.03], [-0.19, 0.17, 0.02], [0.00, -0.01, -0.20], [0.04, 0.00, 0.03], [0.07, 0.01, -0.04]],
  "gap_ev": 8.0,
  "mol_weight_g_mol": 254.2,
  "smiles": "O=C1C=CC(=O)c2cc(P(O)(O)=S)ccc21",
  "e_above_lowest_kcal_mol": 0.00,
  "charge": 0
}

No. 3
{
  "formula": "C10H82F2O33P",
  "method": "ωB97M-V/def2-TZVPD",
  "species": ["C", "C", "C", "O", "P", "C", "C", "C", "C", "C", "F", "C", "C", "O", "F", "H", "H", "H", "H", "H", "H", "H", "H", "H", "H", "H", "H", "H", "H", "H", "H", "H", "H", "H", "H", "O", "H", "H", "O", "H", "H", "O", "H", "H", "O", "H", "H", "O", "H", "H", "O", "H", "H", "O", "H", "H", "O", "H", "H", "O", "H", "H", "O", "H", "H", "O", "H", "H", "O", "H", "H", "O", "H", "H", "O", "H", "H", "O", "H", "H", "O", "H", "H", "O", "H", "H", "O", "H", "H", "O", "H", "H", "O", "H", "H", "O", "H", "H", "O", "H", "H", "O", "H", "H", "O", "H", "H", "O", "H", "H", "O", "H", "H", "O", "H", "H", "O", "H", "H", "O", "H", "H", "O", "H", "H", "O", "H", "H"],
  "coordinates": [[-1.388138, -0.067585, -2.296125], [0.220498, -0.344890, -2.398229], [0.931867, -0.465333, -0.973290], [1.913481, 0.599883, -0.706020], [1.845467, 0.978309, 0.952138], [0.207946, 1.789631, 1.377408], [-0.376693, 2.708393, 0.160638], [2.229393, -0.603262, 1.890478], [1.037958, -1.165126, 2.804959], [1.324796, -0.681829, 4.316096], [0.977471, 0.725545, 4.486890], [3.214744, 2.228286, 1.397918], [3.031038, 3.610517, 0.621007], [3.486627, 3.864980, -0.499071], [2.258119, 4.602144, 1.310658], [-1.611460, 0.735099, -3.074011], [-1.989999, -0.992270, -2.597305], [-1.696364, 0.304443, -1.248701], [0.668093, 0.498681, -3.048913], [0.365573, -1.306103, -3.008071], [1.412197, -1.505079, -0.816006], [0.111093, -0.374731, -0.165205], [-0.632440, 1.046455, 1.623943], [0.314383, 2.501684, 2.274757], [-1.516115, 2.630573, 0.075853], [-0.127242, 3.821658, 0.307426], [0.042186, 2.377964, -0.861357], [3.099938, -0.360157, 2.604822], [2.650839, -1.390991, 1.162754], [-0.003692, -0.894736, 2.446163], [1.167875, -2.309723, 2.837393], [0.757096, -1.343530, 5.066899], [2.431945, -0.788794, 4.599860], [4.194423, 1.719513, 1.108141], [3.185464, 2.370216, 2.533002], [-1.153408, -2.921400, -2.770893], [-1.256667, -3.704464, -2.216173], [-0.874417, -3.279794, -3.623565], [1.037812, 7.416319, 1.134371], [0.160810, 7.339465, 0.731735], [1.378305, 6.511073, 1.130232], [3.710921, 4.305392, -3.782924], [3.584290, 4.030135, -2.867800], [3.500516, 5.247070, -3.774908], [1.300237, -3.697048, -0.006880], [1.202103, -4.483673, 0.544128], [1.585439, -4.047058, -0.861036], [0.427983, 2.636196, -3.508265], [1.377202, 2.814864, -3.546950], [0.023885, 3.508225, -3.597286], [3.853309, 4.991554, 3.903774], [3.874724, 4.927019, 2.943569], [3.644168, 5.922143, 4.072227], [-1.832916, -2.267961, 1.824944], [-2.623246, -2.013552, 2.318233], [-2.064019, -3.122624, 1.428301], [1.480651, 5.775101, -1.926637], [2.109648, 5.234573, -1.429026], [1.766952, 6.682661, -1.759412], [-3.439388, -4.127647, 0.152778], [-4.103200, -4.769796, -0.121605], [-3.312177, -3.574914, -0.629485], [-3.266043, -6.177367, -1.642825], [-3.355587, -6.982718, -1.118904], [-2.936169, -6.492384, -2.497022], [-1.208009, 6.105211, -0.624402], [-0.685077, 6.150925, -1.435934], [-2.122812, 6.130195, -0.930836], [-0.569668, -5.677358, -3.609730], [-0.380697, -5.661060, -4.557757], [-0.458717, -6.605839, -3.365365], [5.283922, -0.793289, 2.141431], [5.623010, 0.061709, 2.438010], [5.751260, -0.953072, 1.311365], [-4.324332, -1.403550, -0.843747], [-4.582806, -0.712363, -1.465154], [-4.193750, -0.932771, -0.009399], [-1.981555, -4.239023, -5.758364], [-2.173430, -4.738231, -4.951525], [-2.854852, -4.054454, -6.130972], [4.967376, 3.993128, 6.386555], [4.676206, 4.255861, 5.500019], [4.804768, 3.043278, 6.414755], [4.035865, 8.068261, 3.492935], [4.055527, 8.010172, 2.530147], [3.824896, 8.993814, 3.663855], [-4.783302, -0.516709, 2.367897], [-5.146080, -1.402016, 2.497378], [-5.154515, -0.003371, 3.097186], [-3.567609, -6.904834, -4.746917], [-3.052016, -6.904090, -5.563007], [-4.482339, -6.854623, -5.049938], [-4.643010, -4.746177, -7.520887], [-4.127600, -4.744592, -8.339071], [-5.557218, -4.697971, -7.822224], [3.928857, 10.113675, 1.415257], [4.426741, 10.170287, 0.590590], [3.005173, 10.133192, 1.132452], [-0.228581, -7.353393, -1.025686], [-0.345080, -7.607781, -0.099837], [-0.409581, -6.404555, -1.031931], [-0.070369, 3.054656, 6.158421], [0.113337, 2.246255, 5.666770], [0.806768, 3.412540, 6.350131], [2.048550, 5.173547, 7.573260], [2.991079, 5.381189, 7.540638], [1.615480, 6.036883, 7.500118], [-2.442406, -8.740977, -2.225886], [-2.302042, -9.569430, -2.703492], [-1.547697, -8.415002, -2.051272], [-0.708729, -7.950004, 2.119621], [-1.105441, -8.811006, 2.301281], [-1.024192, -7.390467, 2.839451], [6.280022, 3.737723, 2.522508], [5.996389, 4.427787, 1.911330], [6.463392, 4.213406, 3.343639], [-3.348916, -10.644722, -4.640394], [-4.107420, -10.338693, -4.127402], [-3.631143, -11.499576, -4.987722], [-4.622921, -4.211916, -10.571727], [-4.106944, -4.210971, -11.387014], [-5.537867, -4.163542, -10.874160], [-7.151442, 0.969395, 2.293210], [-6.605154, 1.029811, 1.500164], [-8.055580, 0.987604, 1.956969], [1.186597, 7.898896, 6.747729], [1.704836, 7.940112, 5.934173], [0.270762, 7.918694, 6.442917]],
  "forces_ev_per_angstrom": [[0.51, 0.21, -0.51], [-0.32, 0.33, -0.67], [-1.70, -1.62, -0.06], [0.08, 1.10, 3.11], [-0.35, -0.77, -1.47], [-1.49, 1.03, -0.30], [0.41, 0.22, -0.73], [0.45, -0.09, 0.69], [1.14, 0.03, 1.04], [-0.18, -0.75, -0.10], [0.44, -1.89, -0.40], [-0.24, 0.38, -0.33], [1.05, 0.30, -2.48], [-2.01, -0.74, 4.47], [1.55, -2.22, -1.16], [0.16, -0.83, 1.19], [1.03, 1.42, 0.82], [0.44, -0.59, -1.63], [-0.53, -1.29, 1.48], [-0.10, 1.44, 1.29], [-0.56, 1.89, -0.29], [1.02, -0.31, -1.19], [1.70, 0.75, -0.22], [0.22, -1.42, -1.08], [1.71, -0.03, 0.40], [-0.33, -1.76, -0.17], [-0.65, 0.50, 1.52], [-1.23, -0.27, -1.34], [-0.87, 1.39, 0.89], [1.35, -0.59, 0.55], [-0.46, 1.78, -0.20], [0.45, 1.45, -1.12], [-1.55, 0.32, -0.62], [-1.23, 1.02, 0.20], [-0.14, -0.11, -1.55], [0.07, -0.55, 0.04], [-0.03, -0.03, -0.15], [-0.19, -0.03, 0.05], [0.13, -0.16, -0.17], [0.02, -0.10, 0.02], [-0.22, 0.29, 0.03], [-0.13, -0.01, 0.15], [0.16, 0.02, -0.06], [-0.06, -0.13, -0.07], [0.08, -0.23, -0.03], [0.01, 0.11, -0.01], [-0.06, 0.07, 0.04], [0.11, 0.32, 0.15], [-0.07, 0.04, -0.16], [0.07, -0.09, -0.04], [-0.07, 0.06, -0.15], [0.03, 0.05, 0.23], [0.04, 0.15, 0.04], [0.02, -0.06, 0.18], [0.03, 0.04, -0.16], [-0.18, 0.17, -0.11], [0.14, 0.15, 0.01], [-0.13, 0.05, -0.03], [-0.07, -0.06, 0.03], [0.07, 0.37, 0.39], [0.28, -0.04, -0.14], [-0.20, 0.05, 0.08], [0.11, 0.09, -0.02], [0.09, -0.04, -0.28], [-0.37, -0.10, 0.00], [-0.13, 0.08, -0.22], [0.21, -0.15, 0.14], [0.06, 0.05, 0.19], [0.10, -0.27, -0.18], [0.06, 0.06, 0.06], [-0.04, 0.07, 0.05], [0.10, 0.41, -0.23], [0.17, -0.19, 0.10], [0.01, -0.11, 0.14], [-0.06, 0.29, 0.03], [0.07, -0.16, -0.01], [-0.01, -0.16, 0.03], [0.02, -0.14, 0.21], [-0.22, 0.07, -0.06], [0.03, -0.05, -0.04], [0.03, -0.13, -0.21], [-0.07, 0.03, 0.08], [0.00, 0.15, 0.15], [-0.12, -0.42, 0.13], [-0.03, 0.36, 0.09], [0.11, -0.08, -0.13], [0.38, -0.29, 0.12], [-0.10, 0.13, -0.12], [-0.09, 0.01, -0.17], [0.04, 0.08, -0.14], [-0.09, -0.03, 0.05], [0.11, 0.08, 0.06], [0.13, -0.08, 0.02], [-0.18, 0.05, -0.04], [0.14, 0.05, 0.06], [-0.16, -0.13, -0.30], [0.03, 0.08, 0.16], [0.06, 0.00, 0.09], [0.20, 0.24, 0.02], [-0.06, -0.08, 0.10], [-0.20, -0.10, -0.05], [0.20, -0.11, -0.25], [-0.08, 0.01, 0.10], [-0.07, 0.24, 0.24], [0.08, 0.06, -0.13], [-0.04, -0.24, 0.01], [0.00, -0.01, -0.03], [0.28, -0.44, -0.15], [-0.18, 0.09, -0.10], [-0.03, 0.08, 0.31], [-0.11, -0.05, 0.05], [0.09, 0.06, -0.09], [0.05, 0.00, -0.14], [-0.25, 0.04, -0.14], [0.28, -0.02, 0.04], [-0.07, -0.10, -0.01], [-0.18, -0.11, 0.14], [0.10, 0.10, -0.10], [0.12, 0.08, 0.03], [-0.09, -0.02, -0.18], [0.01, -0.01, 0.15], [0.10, 0.00, 0.07], [-0.19, 0.13, -0.25], [0.01, -0.12, 0.14], [0.07, 0.03, 0.17], [-0.09, -0.02, -0.23], [-0.01, 0.00, 0.11], [0.07, 0.00, 0.11]],
  "gap_ev": 8.9,
  "mol_weight_g_mol": 799.7,
  "e_above_lowest_kcal_mol": 0.00,
  "charge": 1
}

No. 4
{
  "formula": "C10H8BrFN2O6S2Tl",
  "method": "ωB97M-V/def2-TZVPD",
  "species": ["N", "C", "O", "C", "S", "O", "O", "F", "C", "C", "C", "C", "C", "C", "C", "N", "O", "S", "O", "O", "C", "Br", "H", "H", "H", "H", "H", "H", "H", "H", "Tl"],
  "coordinates": [[-0.518866, -0.708166, 2.388752], [-1.033094, -1.346549, 1.575518], [-1.573549, -1.757079, 0.494051], [-0.622457, -1.791618, -0.592160], [0.161261, -3.466542, -0.607729], [0.656463, -3.590375, 0.711702], [1.113033, -3.468680, -1.647911], [-0.981261, -4.438746, -0.795101], [0.536279, -0.880102, -0.379383], [-0.025166, 0.526309, -0.351012], [0.714024, 1.277522, 0.726492], [-0.046438, 2.200219, 1.646296], [0.538574, 2.875201, 2.693524], [1.888472, 2.639689, 2.845385], [2.573691, 1.710944, 1.878504], [2.011288, 1.066547, 0.883597], [0.062970, 1.078639, -1.670144], [-0.974939, 0.264572, -2.642698], [-2.217954, 1.029391, -2.693361], [-0.415808, 0.091932, -3.920197], [-1.429590, -1.398613, -1.885122], [-1.417439, -2.681679, -3.303042], [1.182019, -0.974166, -1.253058], [1.165956, -1.131798, 0.466845], [-1.068289, 0.478507, -0.028533], [-1.109266, 2.311457, 1.475343], [-0.018977, 3.514923, 3.360958], [2.453843, 3.098575, 3.647351], [3.637545, 1.552891, 2.027745], [-2.473543, -1.282542, -1.614637], [-2.768783, 3.199337, -3.437981]],
  "forces_ev_per_angstrom": [[0.84, 0.91, 1.05], [-0.93, 0.26, -1.00], [-0.01, -0.21, 0.80], [-0.09, -1.29, -1.81], [2.14, 0.14, 0.94], [-0.74, 0.06, 0.69], [-0.69, -0.09, -0.82], [-0.52, -0.14, -0.32], [0.56, 0.17, -0.52], [0.17, -0.46, 0.44], [0.14, 0.30, 0.00], [-0.74, 0.06, 0.21], [0.59, -0.24, -0.06], [-0.78, -0.13, -0.03], [0.61, -0.27, 0.14], [-0.18, 0.23, 0.14], [-0.35, -0.22, 0.48], [-1.64, 0.23, -1.95], [0.64, -1.04, 1.72], [1.34, -0.07, 0.22], [0.25, -0.35, 0.49], [-0.07, 0.28, -0.05], [0.19, 0.01, -0.06], [-0.12, -0.24, 0.17], [-0.16, 0.46, -0.08], [-0.16, -0.06, -0.11], [-0.11, 0.11, 0.05], [0.30, 0.01, 0.02], [0.20, 0.08, -0.12], [-0.13, 0.25, 0.10], [-0.56, 1.26, -0.73]],
  "gap_ev": 2.6,
  "mol_weight_g_mol": 619.6,
  "charge": 3
}